# 1
Molecular formula: C36H51ClMgN3OP2
Method: DFT, ωB97M-V/def2-TZVPD

Last column: Löwdin charge in e.
Atoms and positions in Å:
C (1.88, -2.00, -0.88)  -0.346
C (1.65, 0.23, -1.63)  -0.333
C (2.89, -2.27, -1.81)  -0.051
C (2.52, -0.08, -2.71)  -0.053
C (3.18, -1.30, -2.78)  -0.045
H (3.40, -3.22, -1.74)  0.115
H (2.63, 0.65, -3.50)  0.109
H (3.96, -1.46, -3.49)  0.104
N (1.29, -0.79, -0.75)  0.028
P (-0.16, -2.85, 0.84)  1.092
P (0.88, 2.41, -0.03)  1.054
C (1.49, -3.12, 0.08)  -0.269
H (1.51, -4.11, -0.40)  0.094
H (2.22, -3.19, 0.90)  0.091
C (1.06, 1.59, -1.53)  -0.372
H (1.06, 2.17, -2.48)  0.059
C (-0.36, 3.84, -0.33)  -0.656
C (2.65, 3.03, 0.02)  -0.680
C (-1.36, -3.57, -0.45)  -0.674
C (-0.06, -3.91, 2.41)  -0.690
C (-1.75, 3.45, 0.19)  -0.095
H (-1.75, 3.28, 1.28)  0.066
H (-2.42, 4.29, -0.03)  0.094
H (-2.15, 2.58, -0.32)  0.049
C (0.09, 5.10, 0.42)  -0.094
H (0.16, 4.94, 1.51)  0.075
H (1.03, 5.51, 0.04)  0.060
H (-0.68, 5.87, 0.26)  0.094
C (-0.48, 4.11, -1.83)  -0.086
H (-1.15, 4.97, -1.93)  0.096
H (0.47, 4.43, -2.28)  0.077
H (-0.90, 3.24, -2.36)  0.062
C (2.88, 3.70, 1.38)  -0.098
H (2.66, 3.01, 2.20)  0.065
H (3.93, 4.00, 1.45)  0.090
H (2.26, 4.60, 1.52)  0.054
C (3.62, 1.84, -0.09)  -0.077
H (3.35, 1.03, 0.59)  0.053
H (3.67, 1.45, -1.11)  0.071
H (4.63, 2.21, 0.16)  0.098
C (2.90, 4.00, -1.15)  -0.082
H (2.56, 3.59, -2.13)  0.073
H (2.45, 5.00, -0.99)  0.071
H (4.00, 4.12, -1.23)  0.095
C (-1.47, -4.16, 2.96)  -0.087
H (-1.37, -4.65, 3.94)  0.099
H (-2.03, -3.23, 3.10)  0.056
H (-2.07, -4.82, 2.31)  0.071
C (0.74, -3.08, 3.43)  -0.099
H (1.76, -2.86, 3.07)  0.076
H (0.25, -2.12, 3.66)  0.054
H (0.81, -3.66, 4.36)  0.099
C (0.65, -5.24, 2.17)  -0.082
H (0.75, -5.73, 3.15)  0.096
H (0.10, -5.91, 1.50)  0.069
H (1.66, -5.10, 1.77)  0.077
C (-1.06, -2.97, -1.83)  -0.074
H (-1.78, -3.38, -2.55)  0.099
H (-1.16, -1.88, -1.84)  0.052
H (-0.05, -3.21, -2.19)  0.084
C (-2.79, -3.16, -0.04)  -0.093
H (-2.92, -2.07, -0.04)  0.065
H (-3.48, -3.57, -0.79)  0.094
H (-3.08, -3.56, 0.94)  0.063
C (-1.26, -5.09, -0.54)  -0.089
H (-0.24, -5.43, -0.76)  0.082
H (-1.64, -5.59, 0.36)  0.070
H (-1.90, -5.40, -1.37)  0.095
Mg (-0.06, -0.22, 0.88)  0.342
C (1.68, 0.09, 2.09)  -0.016
O (2.37, 0.34, 2.98)  0.139
N (-1.53, 0.27, -0.59)  0.127
C (-1.40, 0.67, -1.70)  -0.152
C (-1.66, 0.87, -3.14)  -0.202
C (-3.03, 0.71, -3.30)  -0.039
C (-0.82, 1.09, -4.25)  -0.003
C (-3.63, 0.77, -4.56)  -0.035
H (-3.61, 0.55, -2.39)  0.121
C (-1.43, 1.18, -5.52)  -0.053
H (0.27, 1.16, -4.13)  0.101
C (-2.80, 1.01, -5.66)  -0.065
H (-4.70, 0.63, -4.60)  0.105
H (-0.81, 1.37, -6.41)  0.118
H (-3.27, 1.06, -6.65)  0.113
Cl (-0.58, 3.85, 4.85)  0.728
C (-1.04, 2.24, 4.44)  -0.636
C (-1.76, 1.44, 5.33)  -0.046
C (-2.10, 0.15, 4.92)  -0.022
C (-1.75, -0.28, 3.64)  -0.117
N (-1.02, 0.48, 2.81)  0.006
C (-0.67, 1.72, 3.21)  -0.185
H (-2.02, 1.84, 6.31)  0.121
H (-2.63, -0.53, 5.58)  0.118
H (-2.08, -1.27, 3.27)  0.100
H (-0.04, 2.34, 2.53)  0.068

Computed properties:
Energy relative to the best compared isomer or geometry (same formula, charge and spin) ... 113.2 kJ/mol
Electronic energy ... -81218.453 eV
Lowest unoccupied orbital energy ... -2.74 eV
Total charge ... +1


# 2
Molecular formula: C15H19N3O2S
Method: DFT, ωB97M-V/def2-TZVPD

Last column: Löwdin charge in e.
Atoms and positions in Å:
O (-1.18, -2.36, 1.87)  -0.262
S (-1.63, -2.23, 0.53)  0.621
O (-2.71, -3.02, 0.05)  -0.266
N (-1.98, -0.64, 0.25)  -0.231
C (-2.34, -0.35, -1.12)  -0.211
C (-3.24, 0.88, -1.26)  -0.166
C (-2.50, 2.19, -0.99)  -0.205
C (-2.45, 2.61, 0.48)  -0.203
H (-1.64, 3.33, 0.59)  0.108
C (-2.25, 1.46, 1.48)  -0.168
H (-1.88, 1.88, 2.41)  0.111
H (-3.20, 0.98, 1.69)  0.116
C (-1.28, 0.37, 1.01)  -0.198
H (-0.45, 0.80, 0.43)  0.132
H (-0.88, -0.15, 1.88)  0.106
H (-3.38, 3.12, 0.74)  0.108
H (-1.48, 2.09, -1.38)  0.106
H (-2.98, 2.99, -1.56)  0.107
H (-3.62, 0.88, -2.28)  0.114
H (-4.10, 0.78, -0.59)  0.121
H (-1.44, -0.21, -1.73)  0.125
H (-2.88, -1.24, -1.47)  0.113
N (-0.36, -2.61, -0.52)  -0.046
C (0.84, -1.92, -0.54)  -0.271
C (1.46, -1.50, 0.61)  0.033
C (2.67, -0.80, 0.53)  -0.147
C (3.37, -0.33, 1.66)  -0.033
C (4.54, 0.36, 1.52)  -0.082
C (5.07, 0.60, 0.24)  -0.082
C (4.42, 0.16, -0.88)  -0.017
C (3.21, -0.55, -0.76)  -0.235
N (2.60, -0.98, -1.88)  0.118
C (1.48, -1.63, -1.78)  -0.085
H (1.03, -1.97, -2.70)  0.116
H (4.81, 0.34, -1.87)  0.111
H (6.00, 1.15, 0.15)  0.102
H (5.07, 0.71, 2.39)  0.102
H (2.95, -0.52, 2.64)  0.114
H (1.01, -1.72, 1.57)  0.110
H (-0.70, -2.94, -1.41)  0.116

Computed properties:
Energy relative to the best compared isomer or geometry (same formula, charge and spin) ... 146.1 kJ/mol
Electronic energy ... -35263.977 eV
Lowest unoccupied orbital energy ... 0.12 eV


# 3
Molecular formula: C5H10O
Method: DFT, ωB97M-V/def2-TZVPD

Last column: Löwdin charge in e.
Atoms and positions in Å:
C (1.86, 0.49, 0.55)  -0.097
C (0.92, 0.07, -0.59)  -0.178
C (-0.57, -0.10, -0.27)  -0.477
C (-1.18, -1.49, -0.05)  -0.005
C (-1.28, 1.09, 0.21)  -0.109
O (-1.43, 0.66, -1.13)  -0.046
H (1.94, -0.24, 1.36)  0.073
H (1.56, 1.45, 0.98)  0.066
H (2.87, 0.64, 0.14)  0.071
H (1.31, -0.84, -1.06)  0.110
H (0.94, 0.85, -1.36)  0.119
H (-1.81, -1.72, -0.92)  0.089
H (-0.43, -2.28, 0.03)  0.076
H (-1.83, -1.53, 0.83)  0.079
H (-0.74, 2.03, 0.31)  0.112
H (-2.16, 1.00, 0.85)  0.116

Computed properties:
Energy relative to the best compared isomer or geometry (same formula, charge and spin) ... 128.3 kJ/mol
Electronic energy ... -7393.435 eV
Lowest unoccupied orbital energy ... 1.01 eV